{
  "formula": "C26H54BBrCl10N3O7PS2",
  "method": "ωB97M-V/def2-TZVPD",
  "species": ["H", "N", "C", "C", "C", "C", "Br", "C", "S", "O", "C", "C", "N", "C", "C", "C", "O", "C", "C", "N", "B", "O", "O", "S", "O", "O", "O", "C", "C", "P", "C", "C", "H", "H", "H", "H", "H", "H", "H", "H", "H", "H", "H", "H", "H", "H", "H", "H", "H", "H", "H", "H", "H", "H", "H", "H", "H", "H", "H", "H", "H", "H", "H", "H", "H", "Cl", "C", "C", "Cl", "H", "H", "H", "H", "Cl", "C", "C", "Cl", "H", "H", "H", "H", "Cl", "C", "C", "Cl", "H", "H", "H", "H", "Cl", "C", "C", "Cl", "H", "H", "H", "H", "Cl", "C", "C", "Cl", "H", "H", "H", "H"],
  "positions_angstrom": [[0.86, 1.74, -1.90], [0.15, 1.30, -1.31], [0.41, 1.51, -0.09], [1.58, 2.34, 0.40], [-0.52, 1.08, 1.04], [-1.29, -0.24, 1.06], [-2.44, -0.35, -0.53], [-0.33, -1.55, 1.09], [0.02, -2.25, -0.56], [0.84, -1.08, 1.75], [2.15, -1.62, 1.57], [3.12, -0.75, 0.75], [4.23, -1.58, 0.26], [5.04, -0.91, -0.75], [4.46, -0.93, -2.20], [4.30, 0.46, -2.81], [3.21, -1.60, -2.24], [-0.94, -2.86, 1.78], [0.17, -3.69, 2.48], [-0.37, -4.86, 3.18], [-1.71, -3.85, 0.71], [-2.94, -3.51, 0.23], [-1.10, -5.05, 0.35], [-2.15, -2.61, 3.07], [-1.45, -2.31, 4.29], [-3.13, -3.67, 3.07], [-2.93, -1.34, 2.58], [-2.24, -0.09, 2.28], [-1.51, 0.41, 3.54], [-3.66, 1.16, 1.90], [-5.06, -0.01, 1.89], [-3.99, 1.96, 3.52], [2.04, 1.91, 1.28], [1.20, 3.33, 0.68], [2.32, 2.48, -0.39], [0.07, 1.15, 1.95], [-1.28, 1.87, 1.10], [0.65, -1.22, -1.15], [2.55, -1.69, 2.59], [2.16, -2.62, 1.16], [3.51, 0.04, 1.40], [2.63, -0.26, -0.09], [4.86, -1.74, 1.03], [5.22, 0.15, -0.48], [6.01, -1.41, -0.76], [5.18, -1.48, -2.82], [3.33, 0.87, -2.55], [4.36, 0.40, -3.90], [5.10, 1.14, -2.47], [3.26, -2.33, -2.86], [0.72, -3.03, 3.14], [0.84, -4.06, 1.70], [-0.51, -4.68, 4.16], [0.21, -5.67, 3.04], [-3.28, -4.20, -0.33], [-1.45, -5.78, 0.86], [-2.16, 0.28, 4.40], [-0.59, -0.15, 3.73], [-1.25, 1.46, 3.45], [-4.99, -0.61, 0.99], [-5.99, 0.57, 1.87], [-5.05, -0.63, 2.79], [-4.29, 1.29, 4.33], [-4.81, 2.66, 3.32], [-3.13, 2.56, 3.84], [-8.05, -2.27, 1.56], [-6.73, -3.28, 2.21], [-6.87, -3.51, 3.69], [-6.62, -2.02, 4.62], [-5.79, -2.78, 1.98], [-6.77, -4.23, 1.68], [-6.10, -4.22, 4.00], [-7.85, -3.90, 3.95], [4.59, -1.43, -6.46], [3.05, -1.27, -7.36], [2.41, 0.07, -7.16], [1.85, 0.28, -5.48], [2.40, -2.07, -7.02], [3.29, -1.42, -8.41], [1.55, 0.16, -7.81], [3.11, 0.88, -7.37], [-0.47, 3.95, 4.49], [-0.01, 5.14, 3.24], [-1.20, 5.68, 2.50], [-1.99, 4.44, 1.48], [0.69, 4.65, 2.57], [0.50, 5.96, 3.75], [-0.88, 6.47, 1.83], [-1.95, 6.07, 3.18], [3.29, -2.74, -11.07], [2.66, -4.36, -10.65], [1.18, -4.34, -10.38], [0.79, -3.44, -8.88], [3.22, -4.71, -9.79], [2.87, -5.01, -11.50], [0.82, -5.36, -10.24], [0.63, -3.87, -11.19], [1.68, 8.24, 5.20], [2.17, 9.42, 3.95], [0.98, 9.97, 3.20], [0.20, 8.72, 2.19], [2.86, 8.92, 3.28], [2.68, 10.23, 4.46], [1.31, 10.76, 2.53], [0.23, 10.36, 3.88]]
}



{
  "formula": "C26H54Br2IN17O11",
  "method": "ωB97M-V/def2-TZVPD",
  "species": ["C", "C", "C", "C", "C", "C", "C", "O", "N", "C", "O", "C", "C", "C", "I", "C", "C", "C", "Br", "C", "C", "Br", "C", "C", "O", "H", "H", "H", "H", "H", "H", "H", "H", "H", "H", "H", "H", "H", "H", "H", "H", "H", "H", "H", "H", "H", "H", "N", "C", "N", "O", "H", "H", "H", "H", "N", "C", "N", "O", "H", "H", "H", "H", "N", "C", "N", "O", "H", "H", "H", "H", "N", "C", "N", "O", "H", "H", "H", "H", "N", "C", "N", "O", "H", "H", "H", "H", "N", "C", "N", "O", "H", "H", "H", "H", "N", "C", "N", "O", "H", "H", "H", "H", "N", "C", "N", "O", "H", "H", "H", "H"],
  "positions_angstrom": [[-1.04, -3.97, 5.72], [-0.01, -2.91, 5.35], [-0.63, -1.52, 5.55], [0.42, -3.15, 3.89], [1.14, -1.99, 3.22], [2.57, -1.84, 3.75], [1.19, -2.18, 1.71], [0.88, -0.89, 1.13], [1.47, -0.64, -0.09], [2.54, 0.24, -0.18], [3.50, 0.28, 0.51], [2.23, 1.09, -1.37], [2.88, 2.24, -1.76], [2.35, 2.92, -2.86], [3.25, 4.69, -3.54], [1.21, 2.46, -3.53], [0.57, 1.26, -3.12], [-0.66, 0.88, -3.91], [-2.17, 0.38, -2.78], [-0.37, -0.09, -5.05], [0.25, -1.43, -4.71], [-1.94, -0.32, -6.17], [1.11, 0.58, -2.02], [0.70, -0.67, -1.28], [0.01, -1.58, -1.57], [-1.88, -3.87, 5.04], [-1.39, -3.84, 6.74], [-0.64, -4.97, 5.61], [0.87, -3.05, 5.98], [-1.08, -1.17, 4.63], [-1.40, -1.57, 6.30], [0.10, -0.77, 5.86], [-0.45, -3.43, 3.31], [1.09, -4.00, 3.86], [0.62, -1.05, 3.39], [3.11, -1.10, 3.17], [3.09, -2.78, 3.65], [2.57, -1.54, 4.80], [2.17, -2.50, 1.37], [0.46, -2.91, 1.38], [3.74, 2.61, -1.23], [0.78, 2.99, -4.37], [-1.01, 1.78, -4.39], [0.32, 0.45, -5.68], [-0.52, -2.10, -4.34], [1.02, -1.35, -3.95], [0.66, -1.87, -5.60], [-3.57, 4.49, -6.06], [-2.74, 4.49, -4.99], [-3.17, 5.19, -3.90], [-1.66, 3.90, -4.97], [-4.45, 4.96, -6.07], [-3.30, 3.96, -6.87], [-2.58, 5.20, -3.09], [-4.05, 5.67, -3.88], [2.36, 4.07, 1.96], [3.58, 3.90, 2.54], [4.20, 2.71, 2.22], [4.09, 4.71, 3.28], [1.92, 3.39, 1.36], [1.86, 4.91, 2.18], [5.10, 2.54, 2.63], [3.80, 2.01, 1.62], [-1.49, 1.02, 1.77], [-1.34, 2.28, 2.26], [-2.06, 2.57, 3.38], [-0.57, 3.07, 1.74], [-2.07, 0.31, 2.17], [-0.93, 0.79, 0.96], [-1.95, 3.49, 3.78], [-2.67, 1.92, 3.82], [4.92, -2.17, -6.47], [3.74, -1.75, -5.94], [3.80, -0.57, -5.24], [2.70, -2.37, -6.08], [5.78, -1.67, -6.37], [4.91, -3.02, -6.99], [2.94, -0.22, -4.85], [4.64, -0.04, -5.12], [1.25, 2.94, 7.02], [0.37, 2.41, 6.12], [0.88, 2.18, 4.87], [-0.79, 2.17, 6.40], [2.20, 3.15, 6.80], [0.90, 3.12, 7.94], [0.26, 1.80, 4.19], [1.83, 2.37, 4.62], [-5.80, -1.11, -1.79], [-6.49, -1.62, -2.86], [-5.72, -1.84, -3.98], [-7.68, -1.86, -2.82], [-4.82, -0.92, -1.82], [-6.32, -0.94, -0.95], [-6.19, -2.21, -4.78], [-4.74, -1.64, -4.02], [-1.19, -7.63, 8.83], [-2.12, -6.73, 8.39], [-3.28, -7.29, 7.91], [-1.94, -5.53, 8.41], [-1.32, -8.62, 8.82], [-0.33, -7.26, 9.19], [-3.98, -6.66, 7.57], [-3.44, -8.28, 7.88], [-0.59, 3.29, -7.70], [0.59, 2.61, -7.72], [1.18, 2.49, -8.94], [1.09, 2.14, -6.71], [-1.01, 3.66, -8.53], [-1.04, 3.42, -6.80], [2.05, 1.99, -8.98], [0.79, 2.86, -9.79]]
}



{
  "formula": "C26H54FNO2",
  "method": "ωB97M-V/def2-TZVPD",
  "species": ["C", "O", "C", "C", "C", "C", "C", "C", "C", "C", "C", "C", "O", "N", "C", "C", "C", "F", "H", "H", "H", "H", "H", "H", "H", "H", "H", "H", "H", "H", "H", "H", "H", "H", "H", "H", "H", "H", "H", "H", "H", "H", "H", "H", "C", "C", "C", "C", "C", "C", "H", "H", "H", "H", "H", "H", "H", "H", "H", "H", "H", "H", "H", "H", "C", "C", "C", "C", "C", "C", "H", "H", "H", "H", "H", "H", "H", "H", "H", "H", "H", "H", "H", "H"],
  "positions_angstrom": [[-1.25, -3.06, 2.49], [-2.28, -3.59, 1.69], [-3.53, -2.93, 1.79], [-4.21, -2.97, 0.45], [-3.66, -1.92, -0.50], [-4.42, -0.59, -0.42], [-3.70, 0.68, -0.93], [-2.28, 0.52, -1.48], [-2.22, -0.09, -2.88], [-1.12, 0.44, -3.81], [-1.41, 0.01, -5.26], [-0.92, -1.43, -5.29], [-1.32, -2.31, -6.01], [0.08, -1.59, -4.30], [0.26, -0.26, -3.68], [0.98, -0.35, -2.34], [2.47, -0.18, -2.45], [0.49, 0.63, -1.48], [-1.28, -1.96, 2.50], [-0.30, -3.38, 2.06], [-1.31, -3.42, 3.53], [-4.14, -3.41, 2.57], [-3.36, -1.89, 2.11], [-5.29, -2.84, 0.59], [-4.07, -3.97, 0.03], [-2.60, -1.76, -0.25], [-3.68, -2.29, -1.53], [-4.71, -0.44, 0.62], [-5.36, -0.71, -0.96], [-4.30, 1.14, -1.72], [-3.66, 1.42, -0.12], [-1.67, -0.07, -0.79], [-1.81, 1.50, -1.50], [-3.18, 0.10, -3.37], [-2.13, -1.18, -2.82], [-1.03, 1.52, -3.70], [-2.46, 0.06, -5.55], [-0.81, 0.59, -5.96], [-0.24, -2.30, -3.64], [0.92, 0.28, -4.37], [0.76, -1.32, -1.89], [2.73, 0.73, -2.98], [2.91, -0.15, -1.45], [2.90, -1.03, -2.99], [7.36, -0.69, 1.46], [5.88, -0.44, 1.75], [5.23, -1.53, 2.60], [5.25, -2.92, 1.98], [4.59, -3.01, 0.60], [3.12, -2.62, 0.60], [7.51, -1.61, 0.89], [7.79, 0.13, 0.88], [7.93, -0.78, 2.39], [5.34, -0.33, 0.81], [5.78, 0.52, 2.27], [4.20, -1.24, 2.83], [5.75, -1.58, 3.57], [4.74, -3.61, 2.66], [6.28, -3.28, 1.90], [4.70, -4.03, 0.23], [5.14, -2.38, -0.11], [2.55, -3.25, 1.27], [2.69, -2.72, -0.40], [2.98, -1.58, 0.91], [-0.76, 1.78, 1.46], [-1.02, 2.72, 2.63], [-2.34, 3.49, 2.48], [-2.43, 4.36, 1.23], [-1.32, 5.40, 1.08], [-1.27, 6.41, 2.22], [-0.67, 2.31, 0.52], [0.16, 1.21, 1.60], [-1.58, 1.06, 1.36], [-0.19, 3.42, 2.72], [-1.05, 2.16, 3.56], [-2.49, 4.11, 3.37], [-3.16, 2.77, 2.46], [-3.40, 4.88, 1.24], [-2.44, 3.72, 0.34], [-1.46, 5.93, 0.13], [-0.35, 4.90, 1.00], [-2.22, 6.95, 2.30], [-0.49, 7.15, 2.06], [-1.08, 5.93, 3.18]]
}



{
  "formula": "C26H54NO21PS",
  "method": "ωB97M-V/def2-TZVPD",
  "species": ["C", "O", "C", "C", "C", "C", "C", "C", "C", "O", "C", "N", "O", "S", "O", "O", "O", "C", "P", "O", "O", "O", "H", "H", "H", "H", "H", "H", "H", "H", "H", "H", "H", "H", "H", "H", "H", "H", "H", "H", "H", "H", "H", "H", "C", "C", "O", "C", "O", "O", "C", "H", "H", "H", "H", "H", "H", "H", "H", "C", "C", "O", "C", "O", "O", "C", "H", "H", "H", "H", "H", "H", "H", "H", "C", "C", "O", "C", "O", "O", "C", "H", "H", "H", "H", "H", "H", "H", "H", "C", "C", "O", "C", "O", "O", "C", "H", "H", "H", "H", "H", "H", "H", "H"],
  "positions_angstrom": [[-2.83, 6.27, -4.04], [-2.33, 5.07, -4.57], [-2.93, 4.61, -5.75], [-1.90, 3.93, -6.65], [-1.63, 2.45, -6.29], [-0.16, 2.09, -5.93], [-0.04, 1.42, -4.54], [-0.88, 0.13, -4.62], [-2.22, 0.08, -3.83], [-3.27, -0.25, -4.76], [-2.34, -1.00, -2.77], [-1.42, -0.73, -1.67], [-0.45, 2.36, -3.53], [0.71, 3.44, -3.30], [0.48, 4.62, -4.05], [0.95, 3.48, -1.90], [1.87, 2.63, -4.06], [1.49, 1.27, -4.28], [2.33, 0.35, -2.90], [3.70, 0.87, -2.80], [2.38, -1.20, -3.28], [1.51, 0.47, -1.56], [-2.02, 6.78, -3.53], [-3.64, 6.09, -3.32], [-3.21, 6.93, -4.83], [-3.42, 5.42, -6.29], [-3.72, 3.88, -5.49], [-0.97, 4.51, -6.63], [-2.29, 3.99, -7.67], [-2.32, 2.15, -5.50], [-1.88, 1.85, -7.17], [0.47, 2.98, -6.00], [0.21, 1.37, -6.66], [-1.16, -0.03, -5.66], [-0.25, -0.72, -4.34], [-2.46, 1.05, -3.39], [-3.44, 0.52, -5.32], [-2.13, -1.97, -3.23], [-3.37, -1.01, -2.41], [-0.81, -1.51, -1.47], [-1.91, -0.55, -0.80], [1.90, 0.83, -5.19], [1.52, -1.61, -3.45], [0.59, 0.76, -1.68], [1.60, 0.93, 2.27], [2.30, -0.41, 2.23], [1.96, -1.23, 3.36], [0.78, -1.84, 3.28], [0.02, -1.80, 2.35], [0.59, -2.52, 4.41], [-0.67, -3.19, 4.50], [1.80, 1.43, 3.22], [1.94, 1.56, 1.46], [0.52, 0.80, 2.19], [3.38, -0.28, 2.28], [2.07, -0.95, 1.31], [-0.84, -3.81, 3.63], [-1.48, -2.46, 4.60], [-0.62, -3.80, 5.39], [0.60, -0.39, -12.43], [1.12, -0.62, -11.03], [0.10, -0.41, -10.03], [-0.76, -1.41, -9.88], [-0.75, -2.46, -10.47], [-1.65, -1.05, -8.96], [-2.68, -2.01, -8.71], [0.15, 0.60, -12.51], [1.42, -0.46, -13.15], [-0.16, -1.13, -12.69], [1.90, 0.09, -10.78], [1.53, -1.63, -10.92], [-2.25, -2.99, -8.48], [-3.35, -2.10, -9.56], [-3.22, -1.64, -7.85], [2.67, -3.00, 6.53], [1.62, -2.76, 7.59], [1.39, -3.92, 8.40], [2.29, -4.14, 9.36], [3.24, -3.45, 9.61], [1.94, -5.25, 10.01], [2.84, -5.63, 11.05], [2.41, -3.87, 5.93], [2.74, -2.14, 5.87], [3.64, -3.18, 6.99], [0.65, -2.55, 7.13], [1.88, -1.91, 8.23], [3.02, -4.81, 11.74], [3.79, -5.96, 10.63], [2.37, -6.46, 11.57], [0.97, 2.80, 11.40], [-0.49, 2.44, 11.21], [-0.64, 1.24, 10.43], [-0.44, 0.11, 11.10], [-0.18, 0.01, 12.27], [-0.58, -0.91, 10.25], [-0.34, -2.20, 10.82], [1.48, 2.87, 10.44], [1.05, 3.77, 11.90], [1.48, 2.06, 12.01], [-1.00, 3.21, 10.63], [-1.00, 2.33, 12.16], [-0.94, -2.35, 11.71], [0.71, -2.31, 11.06], [-0.62, -2.92, 10.06]]
}



{
  "formula": "C26H55InN7O4P2",
  "method": "ωB97M-V/def2-TZVPD",
  "species": ["C", "C", "In", "C", "C", "O", "C", "C", "C", "N", "C", "C", "C", "C", "C", "C", "C", "O", "H", "H", "H", "H", "H", "H", "H", "H", "H", "H", "H", "H", "H", "H", "H", "H", "H", "H", "H", "O", "P", "N", "C", "C", "N", "C", "C", "N", "C", "C", "H", "H", "H", "H", "H", "H", "H", "H", "H", "H", "H", "H", "H", "H", "H", "H", "H", "H", "O", "P", "N", "C", "C", "N", "C", "C", "N", "C", "C", "H", "H", "H", "H", "H", "H", "H", "H", "H", "H", "H", "H", "H", "H", "H", "H", "H", "H"],
  "positions_angstrom": [[-3.91, 3.02, -4.10], [-3.54, 2.10, -5.13], [-2.98, 0.33, -6.50], [-4.84, -0.99, -6.57], [-5.52, -0.96, -5.05], [-6.61, -0.20, -4.75], [-1.36, -0.85, -5.37], [-2.06, -1.28, -3.94], [-0.97, -1.22, -2.67], [-1.82, -1.18, -1.41], [-1.07, -0.67, -0.20], [-0.53, 0.88, -0.32], [-1.32, 1.92, -1.35], [-0.72, 3.48, -1.50], [0.62, 3.92, -0.61], [1.36, 2.84, 0.41], [0.79, 1.30, 0.57], [1.39, 0.27, 1.46], [-4.24, 3.47, -3.05], [-2.42, 0.92, -8.10], [-5.65, -0.61, -7.33], [-4.60, -2.12, -6.78], [-5.07, -1.57, -4.14], [-0.38, -0.23, -5.21], [-1.15, -1.84, -5.95], [-2.85, -0.42, -3.69], [-2.58, -2.33, -3.95], [-0.22, -2.14, -2.70], [-0.33, -0.26, -2.86], [-2.00, -2.21, -1.19], [-1.85, -0.67, 0.70], [-0.21, -1.41, 0.12], [-2.26, 1.57, -1.97], [-1.27, 4.23, -2.22], [1.11, 4.99, -0.69], [2.34, 3.09, 1.05], [1.06, 0.39, 2.40], [-3.20, -4.41, 0.02], [-4.10, -4.96, 1.15], [-2.92, -6.13, 1.61], [-3.14, -7.45, 2.20], [-1.72, -5.56, 2.24], [-5.16, -5.71, 0.00], [-5.23, -7.15, -0.22], [-5.27, -5.06, -1.32], [-5.14, -5.58, 2.46], [-6.60, -5.46, 2.28], [-4.86, -4.83, 3.70], [-3.52, -7.40, 3.22], [-2.21, -8.02, 2.22], [-3.81, -8.06, 1.62], [-1.87, -5.36, 3.31], [-1.42, -4.62, 1.77], [-0.86, -6.24, 2.15], [-4.29, -7.55, -0.60], [-6.02, -7.40, -0.94], [-5.53, -7.67, 0.69], [-4.41, -5.31, -1.96], [-5.32, -3.97, -1.22], [-6.18, -5.36, -1.84], [-6.88, -4.44, 2.00], [-7.13, -5.73, 3.20], [-7.00, -6.14, 1.52], [-5.10, -3.77, 3.58], [-3.81, -4.90, 4.00], [-5.44, -5.22, 4.54], [4.61, 5.25, 1.01], [6.12, 5.40, 1.31], [6.18, 3.85, 2.09], [7.05, 3.43, 3.18], [6.02, 2.71, 1.18], [5.79, 6.59, 2.54], [5.93, 6.34, 3.97], [4.59, 7.41, 2.35], [7.86, 5.56, 1.66], [8.38, 6.94, 1.82], [8.63, 5.02, 0.53], [8.10, 3.34, 2.88], [6.74, 2.45, 3.58], [7.00, 4.09, 4.05], [6.97, 2.45, 0.69], [5.29, 2.91, 0.39], [5.67, 1.82, 1.71], [5.23, 5.57, 4.32], [5.74, 7.25, 4.55], [6.95, 6.07, 4.23], [3.68, 6.87, 2.65], [4.48, 7.72, 1.30], [4.64, 8.34, 2.93], [8.08, 7.58, 0.99], [9.48, 6.94, 1.88], [8.06, 7.41, 2.76], [8.43, 5.57, -0.40], [8.40, 3.97, 0.34], [9.71, 5.05, 0.73]],
  "charge": -1
}



no.,energy (eV)
1,-273545.103
2,-223886.114
3,-36140.953
4,-92451.188
5,-70204.692